DFT (the ωB97M-V functional and the def2-TZVPD basis) results for a molecular structure, C4H11NO3.

Each line ends with the Mulliken charge.
Geometry (Å):
C: -2.75772 0.36512 -0.10503  -0.367
H: -1.40405 -0.69650 -1.49960  0.317
H: 1.78239 -1.03331 0.87861  0.249
N: 0.45209 1.40238 1.27170  -0.627
C: 1.10174 -0.94473 0.01306  -0.547
H: 4.16798 1.26920 -0.40639  0.165
H: -2.77405 0.33322 1.01699  0.119
H: 0.11457 0.85696 -0.38153  0.105
H: 2.54396 0.09426 -0.97974  0.378
C: -1.48595 -0.53497 -0.42635  -0.622
H: -2.39611 1.35267 -0.48907  0.155
H: 0.10751 1.35457 2.24106  0.085
O: -3.90806 -0.10724 -0.62558  -0.912
C: -0.15351 -0.01874 0.20032  0.729
H: -1.69207 -1.51775 0.02107  0.332
O: 4.15712 0.33212 -0.67393  -1.156
H: 0.68045 -1.92893 -0.23419  0.298
O: 1.80392 -0.60292 -1.13944  -0.513
H: -0.34020 0.02459 1.31806  -0.187

Its frontier orbital gap is 6.4 eV. As for the energy relative to the best compared isomer or geometry (same formula, charge and spin): 5.970 eV. The calculation puts the energy at -439.177535 Ha. As for the net charge: -2. The value obtained for the HOMO energy is -0.09 eV. As for the spin multiplicity: 1.

DFT (the ωB97M-V functional and the def2-TZVPD basis) results for a molecular structure, C4H11NO3.

Each line ends with the Mulliken charge.
Geometry (Å):
O: 0.24257 1.18813 -1.91390  -0.448
H: 0.35549 -1.70580 -1.43070  0.378
C: -2.26602 -0.68412 0.72935  -0.958
H: -2.09382 -1.75612 0.79996  0.256
N: 0.15440 0.10071 -1.05466  0.103
H: 0.18395 -0.31626 1.01222  -0.076
H: -2.42128 -0.44955 -0.31901  0.284
O: -0.32438 -1.03138 -1.70479  -0.504
C: 2.11873 0.94960 0.21774  -1.087
H: -1.01419 -0.04162 2.39472  0.408
O: 1.77580 -1.36392 -0.34338  -0.687
H: -3.19578 -0.43064 1.24683  0.356
H: 1.49688 1.77347 0.56959  0.326
H: -1.11805 1.14141 1.05754  0.225
H: 2.83107 0.66142 0.98891  0.343
C: 1.25836 -0.25034 -0.11929  0.748
H: 0.47755 0.84741 -2.79467  0.345
H: 2.67454 1.27520 -0.66196  0.314
C: -1.13582 0.09239 1.32550  -0.327

Its frontier orbital gap is 8.1 eV. As for the energy relative to the best compared isomer or geometry (same formula, charge and spin): 6.763 eV. The calculation puts the energy at -439.277383 Ha. The value obtained for the HOMO energy is -8.37 eV. As for the spin multiplicity: 1.

DFT (the ωB97M-V functional and the def2-TZVPD basis) results for 2 unconnected molecules or ions with the total composition C4H11NO3.

Each line ends with the Mulliken charge.
Geometry (Å):
H: 0.48150 2.04360 0.36261  0.297
C: -1.25871 0.84588 0.48174  0.499
O: -2.11919 0.20405 -0.31725  -0.419
O: -1.59555 1.28995 1.57685  -0.676
N: 1.57512 -0.37197 0.55379  -0.616
C: 0.97804 0.19865 -0.65700  0.221
C: 0.34143 -0.92394 -1.47042  -1.384
O: -0.79353 -1.19095 1.78598  -0.728
H: -0.35609 -1.48722 -0.85698  0.354
C: -0.02154 1.30505 -0.26390  -0.589
H: -1.05156 -0.40166 2.36234  0.338
H: 1.74297 0.69129 -1.28356  0.311
H: -2.90634 -0.04437 0.19215  0.364
H: -0.19408 -0.51624 -2.32356  0.344
H: 0.12532 -1.05579 1.47348  0.462
H: -0.35628 1.79880 -1.17775  0.379
H: 2.22187 -1.11508 0.31483  0.233
H: 2.07655 0.33382 1.08208  0.208
H: 1.11007 -1.60388 -1.83543  0.402

Its frontier orbital gap is 10.6 eV. As for the energy relative to the best compared isomer or geometry (same formula, charge and spin): 0.647 eV. The calculation puts the energy at -439.502154 Ha. The value obtained for the HOMO energy is -9.92 eV. As for the SMILES: C[C@H](N)CC(=O)O.O. As for the spin multiplicity: 1.

DFT (the ωB97M-V functional and the def2-TZVPD basis) results for 2 unconnected molecules or ions with the total composition C4H11NO3.

Each line ends with the Mulliken charge.
Geometry (Å):
O: -1.28467 0.62875 3.27628  -0.468
C: -1.24905 -0.04686 2.29997  0.045
H: 1.15918 -0.80746 -0.68641  0.624
C: 0.51494 -0.01757 -0.99261  -0.645
H: -2.03448 -0.91263 2.29391  0.281
H: 2.94716 0.71593 -1.53371  0.291
C: -0.62972 0.44277 0.03793  -0.772
H: 0.54554 1.90487 -2.43318  0.253
O: 2.29316 0.82707 -2.25501  -0.526
H: -1.62017 -0.00174 -0.18058  0.389
N: -0.14511 0.03675 1.36968  -0.208
H: -1.18786 -3.13774 0.81081  0.307
H: 1.39265 1.91382 -0.80255  0.397
H: -0.62559 -1.86703 0.39463  0.303
H: -0.61325 1.54942 -0.21401  0.434
H: 0.09510 -0.54007 -1.81374  0.319
H: 0.82141 0.39872 1.69151  0.268
O: -1.47008 -2.36591 0.34310  -0.604
C: 1.09085 1.27892 -1.60602  -0.688

Its frontier orbital gap is 10.1 eV. As for the energy relative to the best compared isomer or geometry (same formula, charge and spin): 3.382 eV. The calculation puts the energy at -439.401643 Ha. The value obtained for the HOMO energy is -9.51 eV. As for the SMILES: O=CNCCCO.O. As for the spin multiplicity: 1.